No. 1
23
Properties=species:S:1:pos:R:3:lowdin_charge:R:1 method="wB97M-V/def2-TZVPD" charge=0 lumo_energy_ha=0.0294 homo_lumo_gap_ev=8.8
C -0.596 0.710 0.843 -0.6167
C 1.203 0.679 0.227 -0.1578
C -1.499 0.692 -0.380 -0.0325
C 1.379 1.525 -1.031 -0.1558
N -0.878 -0.347 1.693 0.0445
O -0.670 1.909 1.539 0.0015
H -0.565 2.635 0.914 0.0946
H -0.531 -1.308 1.215 0.0660
H -0.444 -0.207 2.598 0.0806
H 1.879 -0.179 0.179 0.0622
H 1.658 1.207 1.073 0.0794
H -2.531 0.818 -0.042 0.0903
H -1.255 1.495 -1.074 0.0687
H -1.422 -0.261 -0.895 0.0587
H 2.428 1.775 -1.211 0.0668
H 0.988 1.017 -1.914 0.0642
H 0.848 2.478 -0.951 0.0604
N 0.249 -2.269 0.215 -0.0990
N -0.429 -2.866 -0.902 -0.0523
H -1.418 -2.630 -0.830 0.0620
H -0.077 -2.481 -1.774 0.0650
H 0.879 -2.962 0.609 0.0910
H 0.807 -1.427 -0.099 0.0581

=====

No. 2
7
Properties=species:S:1:pos:R:3:lowdin_charge:R:1 method="wB97M-V/def2-TZVPD" charge=0 lumo_energy_ha=-0.0509 homo_lumo_gap_ev=5.4
C -0.260 0.790 -0.062 -0.1550
C 0.426 -0.087 0.723 -0.3357
O 0.914 -0.987 -0.135 -0.3453
H -0.144 1.861 -0.203 0.0935
F -1.286 0.227 -0.839 -0.1394
H 1.127 0.369 1.443 0.0985
Ag -0.777 -2.172 -0.927 0.7835

=====

No. 3
10
Properties=species:S:1:pos:R:3:lowdin_charge:R:1 method="wB97M-V/def2-TZVPD" charge=0 lumo_energy_ha=0.0163 homo_lumo_gap_ev=10.6 smiles="C=C(C)C#N"
C -0.761 -1.074 -0.042 -0.0576
C 0.169 0.153 0.130 -0.3154
C -0.190 1.462 -0.053 0.0711
C 1.620 -0.098 0.054 -0.2110
H -0.780 -1.727 0.898 0.1047
H -0.439 -1.762 -0.800 0.0691
H -1.771 -0.773 -0.140 0.0530
H 0.578 2.280 0.121 0.0983
H -1.197 1.780 -0.119 0.0481
N 2.772 -0.241 -0.048 0.1397

=====

No. 4
18
Properties=species:S:1:pos:R:3:lowdin_charge:R:1 method="wB97M-V/def2-TZVPD" charge=0 lumo_energy_ha=0.0337 homo_lumo_gap_ev=9.0 smiles="C=CCNC=C.O"
C 1.986 -1.503 2.659 -0.0272
C 1.670 -0.321 2.119 -0.2450
N 0.784 -0.122 1.072 -0.0463
C 0.739 1.152 0.393 -0.2413
C -0.967 2.957 0.577 -0.0088
C -0.654 1.717 0.268 -0.1719
H 1.548 -2.433 2.323 0.0426
H 2.523 -1.475 3.593 0.0339
H 2.194 0.569 2.437 0.1034
H 0.676 -0.886 0.424 0.1279
H 1.191 1.077 -0.602 0.1163
H 1.330 1.888 0.933 0.1073
H -2.017 3.239 0.566 0.0518
H -0.292 3.786 0.763 0.0600
H -1.391 0.958 0.033 0.0974
H -2.924 -3.734 -4.997 0.0318
H -2.014 -2.780 -5.769 0.0332
O -2.907 -2.864 -5.412 -0.0650